A molecular structure, C36H44F3GaN5O4Sb at a distorted geometry. Source: the Open Molecules 2025 dataset; level of theory: ωB97M-V with the def2-TZVPD basis set.

Geometry as XYZ:
```
94
Properties=species:S:1:pos:R:3:forces:R:3:mulliken_charge:R:1
Ga 0.783 1.254 -0.406 1.3 0.7 0.8 -0.20
C -5.614 -0.215 1.535 0.3 -0.3 -0.5 -0.78
O -4.761 -1.163 2.180 -0.2 0.0 0.2 -0.27
C -3.997 -0.571 3.215 -2.1 0.8 2.2 -0.36
C -3.231 -1.620 4.004 -1.1 -0.1 0.5 -0.58
O -2.449 -2.191 3.011 2.3 -1.0 0.3 -0.23
C -1.077 -2.484 3.401 -1.3 -1.4 -0.7 -0.49
H -5.370 0.790 1.884 -0.2 0.1 -0.1 0.41
H -6.689 -0.417 1.657 0.4 -0.1 0.4 0.27
H -5.418 -0.287 0.455 0.0 0.2 0.2 0.20
H -4.717 -0.074 3.972 1.0 -0.3 -1.1 0.39
H -3.344 0.189 2.780 0.3 0.0 0.2 0.25
H -3.941 -2.368 4.518 0.9 0.9 -0.9 0.25
H -2.597 -1.183 4.815 -0.6 0.0 -0.6 0.38
H -0.669 -1.779 4.122 -0.1 0.2 -0.1 0.40
H -0.567 -2.440 2.433 0.5 -0.1 0.4 -0.07
H -1.004 -3.530 3.824 0.0 1.1 -0.4 0.25
C 4.014 2.456 -4.553 -1.1 0.3 -2.0 -1.10
N 3.776 1.722 -3.326 -0.9 -0.5 0.5 0.12
C 4.877 0.917 -2.826 0.9 0.0 0.5 -1.02
C 2.570 1.647 -2.722 1.9 -0.5 0.5 0.63
N 2.372 0.979 -1.595 -1.4 -0.1 0.0 -0.08
N 1.594 2.378 -3.315 -2.0 2.1 -2.1 0.02
C 0.311 2.721 -2.900 -0.5 -1.1 0.3 0.74
N -0.486 3.430 -3.720 0.1 0.3 0.0 -0.45
N -0.211 2.278 -1.775 -0.5 0.4 0.5 -0.10
H 5.068 2.514 -4.770 0.3 -0.2 0.1 0.29
H 3.702 3.506 -4.474 -0.1 -0.2 0.2 0.43
H 3.520 2.023 -5.511 0.7 0.4 1.7 0.33
H 5.772 1.312 -3.299 0.1 0.1 0.4 0.28
H 4.830 -0.097 -3.200 -0.3 -0.5 0.2 0.40
H 5.016 0.945 -1.712 -0.3 0.1 -1.1 0.37
H 3.048 0.269 -1.333 0.2 0.4 -0.2 0.35
H 1.770 2.785 -4.269 0.3 -0.9 1.6 0.25
H -0.193 3.842 -4.632 -0.6 -0.5 1.3 0.22
H -1.437 3.571 -3.316 1.2 0.2 -1.3 0.20
H -1.140 2.720 -1.578 1.2 -0.8 0.0 0.24
C 1.440 4.821 6.990 0.4 -0.2 -1.0 -1.39
C 1.569 4.162 5.577 -0.1 0.1 0.9 0.60
C 0.823 4.661 4.525 0.5 0.4 0.9 -0.58
C 0.949 4.247 3.217 -0.3 -1.5 0.3 1.02
C -0.035 4.880 2.327 -1.2 0.8 -0.9 -1.74
C 1.725 3.084 2.930 1.1 0.0 2.6 0.09
C 2.473 2.486 4.064 -0.9 0.4 -1.6 0.77
C 3.357 1.283 3.835 -0.7 0.9 -1.0 -1.75
C 2.398 3.045 5.330 -1.3 1.5 -1.1 -0.70
C 1.580 2.384 1.659 -1.2 0.4 -0.3 0.47
O 1.335 1.126 1.569 -0.3 -1.7 -0.5 -0.44
O 1.416 2.974 0.551 0.0 0.7 -0.9 -0.63
H 2.103 4.320 7.700 -0.1 0.1 -0.1 0.37
H 0.418 4.807 7.388 0.1 -0.2 -0.3 0.34
H 1.723 5.892 6.940 0.0 -0.6 -0.1 0.33
H 0.085 5.416 4.762 0.1 0.3 -0.2 0.46
H -1.080 4.832 2.695 0.6 -0.3 0.1 0.37
H -0.024 4.452 1.347 0.0 0.0 -0.6 0.24
H 0.120 5.957 2.226 0.3 -0.1 -0.1 0.41
H 4.377 1.612 3.821 0.7 0.0 0.2 0.37
H 3.145 0.834 2.866 0.1 -0.1 0.2 0.19
H 3.184 0.575 4.604 0.1 -0.8 0.7 0.43
H 2.904 2.683 6.171 1.0 -0.9 0.8 0.49
F -5.773 -5.315 -1.613 0.3 0.8 -0.2 -0.30
C -4.736 -4.451 -1.548 0.0 -0.1 2.1 0.15
C -4.541 -3.717 -0.355 0.5 -0.3 -0.5 -0.65
C -3.318 -3.036 -0.169 -1.4 -0.2 0.5 -0.27
C -2.380 -3.055 -1.184 0.3 1.2 0.5 0.10
C -2.618 -3.744 -2.371 0.4 0.3 -0.2 0.09
C -3.789 -4.466 -2.542 0.0 -0.1 -0.2 -0.83
Sb -0.739 -1.579 -0.921 0.8 -1.2 -0.3 0.95
C -0.728 -1.159 -2.970 0.7 1.0 -0.2 0.54
C -1.961 -0.866 -3.545 -0.7 0.1 -0.4 -0.92
C -2.123 -0.917 -4.941 1.2 -0.4 -0.3 -0.71
C -0.960 -1.198 -5.709 -0.5 -0.2 0.1 0.19
F -1.073 -1.332 -7.052 -0.1 0.1 0.8 -0.32
C 0.296 -1.402 -5.130 0.6 0.5 -0.6 -0.79
C 0.424 -1.277 -3.761 -0.1 -1.2 0.7 -0.37
C 0.897 -3.029 -0.951 -1.3 1.0 -0.5 0.04
C 0.916 -4.028 -1.913 0.3 -0.6 0.0 0.02
C 1.718 -5.147 -1.760 0.8 0.2 -0.3 -0.82
C 2.645 -5.188 -0.716 -0.4 0.1 0.7 0.37
F 3.391 -6.325 -0.590 -0.5 1.4 0.0 -0.29
C 2.729 -4.116 0.193 0.3 -0.5 0.6 -0.77
C 1.777 -3.060 0.078 2.1 -0.7 1.0 -0.40
H -5.277 -3.709 0.448 0.1 -0.1 -0.3 0.56
H -3.178 -2.511 0.793 0.0 -0.3 -0.7 0.34
H -1.900 -3.714 -3.179 0.0 -0.1 -0.1 0.25
H -3.996 -5.072 -3.414 0.2 0.0 -0.1 0.48
H -2.819 -0.626 -2.868 0.6 -0.5 -0.9 0.42
H -3.086 -0.886 -5.457 0.3 0.3 0.3 0.48
H 1.229 -1.667 -5.663 -1.1 0.3 -0.2 0.48
H 1.422 -1.533 -3.333 -1.0 0.3 -0.1 0.61
H 0.372 -3.923 -2.828 -0.6 -0.1 -0.2 0.33
H 1.758 -5.928 -2.516 -0.2 0.1 0.2 0.44
H 3.482 -4.142 1.035 -1.0 0.0 -1.1 0.38
H 1.841 -2.232 0.784 -0.1 -0.3 0.1 0.56
```
Forces are in eV/Å.

Frontier orbital gap: 6.392 eV
HOMO: -0.4829 Ha
Energy: -4437.0069 Eh
Lowest unoccupied orbital energy: -6.747 eV
Net charge: +2